Record 1
DFT (ωB97M-V/def2-TZVPD) results for a molecular structure, C34H28IN10O2SSeTi.

Results
- expectation value of S² = 0.7549
- energy above the lowest of the compared OMol25 structures with the same formula, charge and spin (eV) = 1.089
- gap between HOMO and LUMO (spin up / spin down) (eV) = 6.131 / 6.125
- 2S+1 = 2

Each line ends with the Mulliken spin population.
CARTESIAN COORDINATES (ANGSTROEM)
Ti -0.33212 0.27412 0.37744  0.89
S -2.48927 -0.70223 -6.97005  0.00
N -2.91089 0.45992 -5.93197  0.00
C -2.34228 0.16252 -4.77658  0.00
C -2.45557 0.93273 -3.55389  0.00
C -3.25639 2.06428 -3.42360  0.00
C -3.31133 2.69894 -2.20330  0.00
C -2.54292 2.20813 -1.15308  0.01
N -1.77315 1.13588 -1.26468  0.02
C -1.73793 0.49015 -2.43898  -0.03
C -0.94436 -0.73430 -2.48741  0.02
N -0.29836 -1.07788 -1.36352  0.00
C 0.33611 -2.24378 -1.32702  0.05
C 0.38722 -3.11242 -2.40924  0.00
C -0.21760 -2.74086 -3.58683  0.01
C -0.90400 -1.52989 -3.63305  -0.01
C -1.59129 -1.04381 -4.81238  0.00
N -1.60841 -1.63657 -5.99314  0.00
H -3.81736 2.42085 -4.27726  0.00
H -3.92200 3.57724 -2.05141  0.00
H -2.52860 2.71068 -0.19538  0.00
H 0.83139 -2.48303 -0.39486  0.00
H 0.92471 -4.04513 -2.31908  0.00
H -0.17335 -3.36038 -4.47257  0.00
C 4.82305 -1.55036 1.94882  0.00
N 3.78145 -1.39364 0.94357  0.00
C 4.18938 -1.58522 -0.44281  0.00
C 2.58577 -0.83119 1.24246  0.03
N 1.79260 -0.28172 0.38012  -0.02
N 2.21235 -0.99048 2.56679  0.00
C 1.48982 -0.08458 3.33542  0.00
N 1.24869 -0.57379 4.61372  0.00
N 1.16325 1.04428 2.86984  0.01
H 4.82581 -2.55189 2.39122  0.00
H 4.71980 -0.80794 2.73770  0.00
H 5.78860 -1.39085 1.47299  0.00
H 4.89267 -2.41598 -0.48050  0.00
H 4.65881 -0.68974 -0.85203  0.00
H 3.33172 -1.83226 -1.06598  0.00
H 2.24015 -0.15574 -0.52837  -0.01
H 2.63495 -1.75931 3.05559  0.00
H 1.09768 -1.57002 4.67295  0.00
H 0.53872 -0.05745 5.10887  0.00
H 0.65456 1.61540 3.53611  0.00
I -1.95238 1.82175 2.65772  0.00
C -1.00817 3.59314 2.04503  0.00
C -1.29912 4.73042 2.74469  0.00
C -0.70742 5.95014 2.36243  0.00
C 0.14616 5.97994 1.29822  0.00
C 0.45216 4.80748 0.56654  0.00
C 1.34904 4.86349 -0.52888  0.01
C 1.63757 3.73706 -1.23739  0.01
C 1.03201 2.51201 -0.88076  0.12
C 0.18212 2.37583 0.18978  -0.10
C -0.12977 3.55664 0.92834  -0.02
H -1.97967 4.70007 3.58487  0.00
H -0.93693 6.85043 2.91692  0.00
H 0.61121 6.91019 0.99379  0.00
H 1.79947 5.81605 -0.78163  0.00
H 2.33623 3.75782 -2.06395  0.00
H 1.28576 1.65603 -1.50481  0.00
Se 2.40872 -0.16772 -3.43334  0.00
C 3.54976 0.88700 -2.47980  0.00
N 4.25572 1.52280 -1.81192  0.00
O -0.42050 -1.33887 1.85265  0.01
C -1.57129 -1.66770 1.42770  0.01
O -2.18614 -0.88292 0.65726  -0.02
C -2.16736 -2.98337 1.78291  0.00
C -1.66428 -3.71235 2.85459  0.00
C -2.22026 -4.93989 3.17721  0.00
C -3.26612 -5.44647 2.41654  0.00
C -3.76167 -4.72313 1.33987  0.00
C -3.21866 -3.48700 1.02596  0.00
H -0.83804 -3.30663 3.42374  0.00
H -1.83855 -5.50435 4.01792  0.00
H -3.69647 -6.40826 2.66416  0.00
H -4.57471 -5.12222 0.74772  0.00
H -3.60049 -2.90014 0.20132  0.00

Record 2
DFT (ωB97M-V/def2-TZVPD) results for a molecular structure, C34H28N3NaP2S4Se2Te.

Results
- total charge = -2
- energy above the lowest of the compared OMol25 structures with the same formula, charge and spin (eV) = 0.000
- gap between HOMO and LUMO (eV) = 4.418

Each line ends with the Löwdin charge.
CARTESIAN COORDINATES (ANGSTROEM)
Na 3.07765 -0.41385 -2.71272  -0.01
S 5.35566 0.69187 -4.13202  -0.27
S 4.81548 -0.35006 -5.81881  -0.34
S 3.92152 -2.12954 -5.28301  -0.21
S 1.93719 -1.79614 -4.72448  -0.23
Se 3.09549 -3.58680 3.84658  0.22
P 2.04241 -1.87256 3.20621  0.51
C 0.26700 -2.16143 3.49796  -0.36
C -0.38497 -2.98019 2.57689  -0.09
C -1.70358 -3.35054 2.77980  -0.08
C -2.38546 -2.91080 3.90679  -0.09
C -1.74180 -2.10110 4.83011  -0.09
C -0.41880 -1.72940 4.62751  -0.11
C 2.53598 -0.40868 4.17380  -0.34
C 2.98544 0.74473 3.54047  -0.07
C 3.42794 1.82652 4.29132  -0.08
C 3.41485 1.76573 5.67505  -0.10
C 2.98099 0.60985 6.31387  -0.09
C 2.56056 -0.47809 5.56682  -0.12
C 2.22672 -1.41730 1.48381  -0.46
C 1.64135 -0.53141 0.55478  -0.43
N 2.37765 -0.63908 -0.56206  -0.09
N 3.34901 -1.50970 -0.35418  -0.04
N 3.28139 -1.99404 0.86608  -0.01
P 0.23062 0.57555 0.35740  0.55
Se 0.28700 1.68060 -1.43272  0.35
C 0.13450 1.65852 1.82166  -0.34
C -0.38061 1.21688 3.03444  -0.10
C -0.40880 2.05631 4.13843  -0.08
C 0.08789 3.34699 4.03538  -0.10
C 0.60510 3.79469 2.82738  -0.09
C 0.62466 2.95718 1.72151  -0.11
C -1.23684 -0.50143 0.36498  -0.35
C -1.13438 -1.66222 -0.40405  -0.09
C -2.24559 -2.45989 -0.61203  -0.08
C -3.46851 -2.10966 -0.05094  -0.10
C -3.57482 -0.95816 0.71231  -0.09
C -2.46355 -0.14829 0.91402  -0.08
H 0.15135 -3.32559 1.70077  0.11
H -2.20451 -3.97335 2.05085  0.10
H -3.41967 -3.19394 4.06010  0.10
H -2.27018 -1.75056 5.70856  0.10
H 0.07033 -1.08507 5.34570  0.09
H 2.99922 0.79662 2.45981  0.10
H 3.78030 2.71688 3.78681  0.11
H 3.75620 2.61225 6.25872  0.10
H 2.99313 0.54880 7.39535  0.10
H 2.28614 -1.40419 6.05770  0.09
H -0.76836 0.21339 3.11410  0.08
H -0.80827 1.69748 5.07943  0.10
H 0.07647 4.00226 4.89805  0.10
H 0.99311 4.80231 2.74323  0.10
H 1.00522 3.29906 0.76635  0.06
H -0.18356 -1.92137 -0.85756  0.12
H -2.15924 -3.35101 -1.22075  0.11
H -4.33997 -2.73124 -0.21811  0.10
H -4.52807 -0.67827 1.14407  0.10
H -2.56427 0.76744 1.48096  0.10
C -0.13352 2.45551 -6.73613  -0.44
Te 1.20064 0.80697 -6.04391  1.12
C -0.73218 0.18112 -5.32825  -0.46
C -1.72598 0.61007 -6.36684  -0.30
C -2.88039 -0.10066 -6.66497  -0.05
C -3.73217 0.31884 -7.68248  -0.12
C -3.42471 1.45911 -8.40944  -0.13
C -2.27189 2.17945 -8.11161  -0.07
C -1.41789 1.77325 -7.09300  -0.31
H 0.27242 3.03610 -7.56477  0.04
H -0.27060 3.11933 -5.87836  0.04
H -0.90163 0.69678 -4.38028  0.03
H -0.74010 -0.89128 -5.14446  0.02
H -3.10326 -1.00498 -6.10943  0.11
H -4.62194 -0.25434 -7.91615  0.08
H -4.07388 1.78230 -9.21541  0.08
H -2.02460 3.06552 -8.68700  0.10

Record 3
DFT (ωB97M-V/def2-TZVPD) results for 2 unconnected molecules or ions with the total composition C34H28NO.

Results
- total charge = +1
- energy above the lowest of the compared OMol25 structures with the same formula, charge and spin (eV) = 0.000
- gap between HOMO and LUMO (eV) = 4.839

Each line ends with the Löwdin charge.
CARTESIAN COORDINATES (ANGSTROEM)
C -3.84148 4.08306 -0.82545  0.01
N -3.53416 2.90758 0.00521  0.00
C -3.70780 1.66892 -0.61808  -0.11
C -3.37448 0.48500 0.11656  -0.12
C -2.97069 0.66049 1.45342  0.13
H 1.04969 -0.53904 0.54362  0.14
C -2.35869 1.86613 1.84986  -0.12
C -2.74783 3.06097 1.15199  -0.10
C -2.27603 4.30052 1.63214  0.01
C -1.45207 4.37397 2.75929  -0.02
C -0.84878 3.20480 3.24096  -0.04
C -1.25259 1.97426 2.74313  0.01
C -3.24702 -0.72225 -0.62307  0.01
C -3.67466 -0.83266 -1.93998  -0.04
C -4.20438 0.29327 -2.57996  -0.02
C -4.09503 1.54169 -1.96244  0.00
H -3.37241 4.95669 -0.38880  0.07
H -3.28203 3.91034 -1.75326  0.11
H -4.91892 4.30095 -0.98685  0.13
H -2.69703 -0.24332 2.02002  0.15
H -2.53041 5.21909 1.12400  0.10
H -1.25570 5.33127 3.22466  0.12
H -0.09810 3.29094 4.02031  0.12
H -0.70664 1.07897 3.03811  0.13
H -2.80003 -1.58884 -0.14516  0.12
H -3.65382 -1.77996 -2.47373  0.12
H -4.67268 0.21213 -3.55062  0.12
H -4.28693 2.42836 -2.54515  0.10
C 0.71666 -4.40539 -5.15976  -0.06
O -0.01620 -4.43371 -3.89806  -0.10
C 0.35785 -3.50913 -2.96037  -0.26
C -0.23520 -3.56347 -1.66922  0.00
C 0.24814 -2.73167 -0.66530  -0.06
C 1.35760 -1.89125 -0.85959  -0.17
C 1.91197 -1.08729 0.29609  -0.15
C 2.86927 0.09125 0.17859  -0.11
C 3.55324 0.26265 1.41192  -0.11
C 4.29463 1.43497 1.62537  -0.02
C 4.45721 2.34792 0.56900  -0.08
C 3.71113 2.21353 -0.61926  -0.08
C 2.82488 1.12371 -0.75325  -0.04
C 3.21162 -0.86551 2.30411  -0.11
C 2.31458 -1.73890 1.62521  -0.09
C 1.72131 -2.80230 2.29757  -0.03
C 2.13060 -3.12096 3.61337  -0.07
C 3.01488 -2.26615 4.28109  -0.08
C 3.48362 -1.09417 3.66129  -0.02
C 1.86699 -1.76353 -2.14693  -0.03
C 1.37706 -2.53654 -3.20068  -0.01
H 0.28380 -5.21030 -5.75284  0.09
H 0.58227 -3.43872 -5.66758  0.09
H 1.78555 -4.59416 -4.97768  0.10
H -1.05711 -4.27161 -1.49361  0.12
H -0.27323 -2.71918 0.29020  0.10
H 4.71599 1.62531 2.61488  0.11
H 5.16029 3.17566 0.65720  0.10
H 3.81555 2.94614 -1.43941  0.11
H 2.09943 1.12033 -1.56855  0.11
H 0.92760 -3.36933 1.83246  0.09
H 1.75056 -4.02940 4.10633  0.11
H 3.35937 -2.53162 5.27936  0.10
H 4.01463 -0.32655 4.23054  0.11
H 2.67054 -1.06825 -2.37028  0.11
H 1.80363 -2.41570 -4.20294  0.10